The following is a DFT calculation (the ωB97M-V functional and the def2-TZVPD basis) of C23H39AuBrClO3SSi as an isolated structure in a non-equilibrium geometry.

Properties
* net charge: 0
* E: -135596.57262 eV
* energy relative to the best compared isomer or geometry (same formula, charge and spin): 0.0 kcal per mole
* orbital gap: 8.93 eV

```
70
C23H39AuBrClO3SSi | the OMol25 dataset | the ωB97M-V functional and the def2-TZVPD basis
Au 3.63 1.09 1.15
O 5.35 1.66 0.04
S 5.21 1.54 -1.50
C 4.50 -0.25 -1.61
C 3.12 -0.08 -2.20
C 3.07 1.20 -2.95
C 3.68 2.32 -2.05
H 4.59 -0.64 -0.64
H 5.22 -0.76 -2.18
H 2.40 0.00 -1.43
H 2.91 -0.93 -2.86
H 2.04 1.51 -3.20
H 3.70 1.18 -3.85
H 3.04 2.50 -1.17
H 3.79 3.30 -2.50
C -1.94 -0.50 -2.71
C -2.78 0.45 -1.83
C -4.25 -0.13 -1.66
C -2.86 1.81 -2.56
Si -2.00 0.67 -0.08
Br 0.19 1.02 -0.75
C -2.04 -0.98 0.98
C -1.60 -2.24 0.10
C -0.98 -0.83 2.18
C -3.47 -1.33 1.54
C -2.47 2.26 0.88
C -1.82 2.24 2.31
C -1.88 3.50 0.07
C -3.96 2.27 0.99
H -2.56 -0.70 -3.61
H -1.80 -1.45 -2.27
H -1.03 0.02 -2.98
H -4.85 0.06 -2.56
H -4.72 0.37 -0.78
H -4.32 -1.19 -1.48
H -2.92 1.53 -3.65
H -1.88 2.35 -2.49
H -3.72 2.41 -2.26
H -0.66 -2.01 -0.46
H -2.37 -2.62 -0.58
H -1.42 -3.06 0.74
H 0.01 -0.50 1.78
H -1.00 -1.76 2.74
H -1.27 -0.06 2.88
H -4.16 -1.48 0.63
H -3.77 -0.53 2.17
H -3.54 -2.27 2.09
H -0.78 2.03 2.35
H -2.39 1.57 2.97
H -1.97 3.22 2.78
H -0.80 3.37 0.05
H -2.02 4.39 0.63
H -2.22 3.55 -0.96
H -4.43 1.31 1.31
H -4.40 2.59 0.02
H -4.33 3.02 1.77
Cl 4.35 -5.51 0.16
C 3.83 -4.10 1.01
C 4.37 -3.76 2.23
C 3.95 -2.63 2.89
C 2.97 -1.85 2.33
C 2.33 -2.19 1.16
C 2.82 -3.29 0.42
C 2.41 -0.64 3.10
O 2.11 -0.67 4.27
O 2.21 0.40 2.26
H 5.23 -4.34 2.59
H 4.25 -2.41 3.92
H 1.66 -1.41 0.86
H 2.46 -3.62 -0.53
```

Results of the Löwdin charge analysis, in e, for atoms 1 through 6: 0.8761 -0.7024 1.0074 -0.2406 -0.2899 -0.2623

***

The following is a DFT calculation (the ωB97M-V functional and the def2-TZVPD basis) of C23H39CuGeO2PSi3 as an isolated structure.

Properties
* net charge: 0
* E: -162659.25128 eV
* <S²>: 0.76
* orbital gap (spin up / spin down): 7.81 / 6.80 eV
* 2S+1: 2

```
70
C23H39CuGeO2PSi3 | the OMol25 dataset | the ωB97M-V functional and the def2-TZVPD basis
Cu -0.50 0.52 0.05
O -2.99 -2.54 0.22
C -2.45 -1.46 0.04
O -1.31 -1.11 0.57
C -3.13 -0.42 -0.85
P -3.75 1.15 -0.07
C -2.21 1.98 0.54
C -1.97 2.28 1.89
C -0.91 3.09 2.27
C -0.04 3.61 1.32
C -0.24 3.32 -0.02
C -1.32 2.53 -0.41
C -4.55 0.59 1.47
C -5.85 1.05 1.68
C -6.56 0.67 2.81
C -5.98 -0.18 3.74
C -4.69 -0.64 3.54
C -3.97 -0.27 2.41
H -4.00 -0.87 -1.31
H -2.46 -0.12 -1.66
H -2.64 1.89 2.65
H -0.76 3.30 3.32
H 0.79 4.24 1.63
H 0.43 3.73 -0.77
H -1.53 2.42 -1.47
H -6.30 1.72 0.96
H -7.57 1.04 2.96
H -6.54 -0.48 4.62
H -4.23 -1.31 4.26
H -2.97 -0.64 2.28
C 4.05 -1.14 1.45
Si 2.66 0.10 1.19
C 1.41 -0.04 2.59
C 3.38 1.83 1.13
Ge 1.59 -0.41 -0.88
Si 1.20 -2.74 -1.19
C 2.79 -3.42 -1.94
C 0.89 -3.57 0.46
C -0.22 -3.04 -2.37
Si 2.44 0.67 -2.82
C 2.16 2.52 -2.76
C 4.29 0.32 -2.89
C 1.60 -0.03 -4.34
H 4.58 -0.95 2.39
H 4.78 -1.08 0.63
H 3.67 -2.16 1.47
H 1.90 0.10 3.56
H 0.92 -1.02 2.58
H 0.62 0.71 2.50
H 3.89 2.08 2.06
H 2.59 2.57 0.97
H 4.10 1.92 0.31
H 3.65 -3.24 -1.30
H 3.00 -2.97 -2.92
H 2.71 -4.51 -2.09
H 1.73 -3.43 1.14
H 0.75 -4.65 0.31
H -0.02 -3.17 0.92
H -0.08 -2.49 -3.30
H -1.17 -2.73 -1.92
H -0.30 -4.10 -2.60
H 2.55 2.96 -1.84
H 1.09 2.76 -2.83
H 2.66 3.01 -3.61
H 4.80 0.77 -2.04
H 4.72 0.75 -3.80
H 4.50 -0.75 -2.89
H 0.52 0.11 -4.30
H 1.79 -1.10 -4.45
H 1.97 0.46 -5.24
```

Results of the Löwdin charge analysis, in e, for atoms 1 through 6: 0.1902 0.0498 -0.7320 -0.1716 -0.2673 1.0868

***

The following is a DFT calculation (the ωB97M-V functional and the def2-TZVPD basis) of one molecule with the formula C23H39F3N2O in a non-equilibrium geometry.

Properties
* net charge: 0
* E: -37663.34323 eV
* orbital gap: 9.80 eV
* SMILES: COCCCCCCCCCCCC[C@](C#N)(CCC(C)C)[C@@H](C#N)C(F)(F)F

```
68
C23H39F3N2O | the OMol25 dataset | the ωB97M-V functional and the def2-TZVPD basis
C 1.57 -3.96 1.71
O 0.29 -4.06 2.27
C -0.72 -4.30 1.32
C -2.09 -3.94 1.91
C -3.15 -3.85 0.81
C -4.44 -3.14 1.21
C -4.21 -1.74 1.83
C -3.40 -0.85 0.84
C -3.89 0.59 0.75
C -2.94 1.48 -0.08
C -1.54 1.50 0.59
C -0.77 2.81 0.40
C -0.39 3.14 -1.06
C -0.03 1.94 -1.94
C 1.40 1.37 -1.77
C 1.45 0.49 -0.57
N 1.49 -0.24 0.32
C 2.48 2.49 -1.71
C 2.83 3.02 -0.31
C 4.22 2.64 0.26
C 4.68 1.20 -0.02
C 4.27 2.88 1.77
C 1.75 0.47 -3.03
C 2.81 -0.52 -2.72
N 3.59 -1.27 -2.32
C 0.57 -0.34 -3.59
F -0.13 -0.96 -2.64
F -0.25 0.40 -4.33
F 1.04 -1.30 -4.42
H 1.55 -3.67 0.65
H 2.16 -3.22 2.25
H 2.12 -4.91 1.76
H -0.56 -3.69 0.42
H -0.71 -5.35 1.00
H -1.95 -3.02 2.47
H -2.35 -4.74 2.62
H -2.70 -3.34 -0.05
H -3.41 -4.86 0.48
H -5.02 -2.97 0.30
H -5.05 -3.72 1.91
H -5.14 -1.26 2.11
H -3.61 -1.85 2.73
H -3.46 -1.28 -0.17
H -2.35 -0.91 1.13
H -4.89 0.65 0.32
H -3.97 1.05 1.75
H -2.84 1.05 -1.08
H -3.34 2.49 -0.14
H -1.70 1.38 1.67
H -0.98 0.63 0.27
H -1.43 3.61 0.75
H 0.08 2.81 1.09
H 0.38 3.91 -1.05
H -1.27 3.61 -1.51
H -0.77 1.15 -1.85
H -0.09 2.28 -2.98
H 3.37 2.18 -2.26
H 2.06 3.32 -2.27
H 2.06 2.78 0.43
H 2.85 4.11 -0.38
H 4.95 3.29 -0.24
H 4.77 0.99 -1.08
H 5.69 1.08 0.40
H 4.06 0.45 0.47
H 3.62 2.18 2.28
H 3.94 3.91 1.98
H 5.30 2.80 2.12
H 2.14 1.12 -3.80
```

Results of the Löwdin charge analysis, in e, for atoms 1 through 6: -0.1211 -0.1799 -0.2539 -0.1720 -0.2112 -0.2060